No. 1
Below is C24H40As3AuN3O8S5Sb as an isolated structure in a non-equilibrium geometry, with properties calculated with the ωB97M-V functional and the def2-TZVPD basis.

Calculated values
Molecular weight   1202.4 g/mol
LUMO (alpha / beta)   -0.65 / -2.76 eV
Orbital gap (alpha / beta)   0.261 / 0.173 Ha
Energy above the lowest of the compared OMol25 structures with the same formula, charge and spin   12.0 kcal/mol

Geometry as ORCA input:
```
! RIJCOSX wB97M-V def2-TZVPD def2/J DEFGRID3
* xyz 0 3
Au -10.9943 1.5280 17.0904
S -5.3863 0.2014 17.2644
Sb -7.6778 0.1196 16.6541
S -8.8585 1.9456 17.9563
S -7.4333 2.1199 14.8131
S -7.2867 0.4414 13.7988
C -9.2455 1.0997 21.5821
O -9.4101 -0.3106 21.1794
C -10.0613 -1.0532 22.0755
O -10.3098 -0.7641 23.2219
C -10.5733 -2.3445 21.4255
C -9.7560 -3.3741 21.1835
As -10.0932 -4.6414 19.6553
C -9.4912 -3.5634 18.0792
C -11.9699 -4.5198 19.3990
C -12.8770 -4.0632 20.3375
As -12.4742 -2.5006 21.5469
C -12.6635 -3.3343 23.4242
C -14.4072 -4.2811 20.3836
O -15.1920 -3.5137 20.9777
O -14.7886 -5.4724 19.8708
C -16.2504 -5.7867 19.9093
C -12.4747 -5.2431 18.1231
O -13.0832 -4.6324 17.2787
O -11.9418 -6.4842 18.0091
C -12.7330 -7.3416 17.0544
C -8.5295 -3.4667 21.9568
O -7.5486 -4.0887 21.5563
O -8.6704 -3.0583 23.2677
C -7.5257 -3.3778 24.0407
H -9.5707 1.1142 22.6389
H -9.8710 1.6660 20.9221
H -8.2085 1.5030 21.4080
H -8.4969 -3.2195 18.3874
H -10.1381 -2.6894 17.7873
H -9.3501 -4.2062 17.2561
H -13.6742 -3.8698 23.3887
H -12.6834 -2.4638 24.0866
H -11.7575 -3.8728 23.6601
H -16.6398 -5.5541 18.9072
H -16.6861 -5.1526 20.6542
H -16.3045 -6.8645 20.0524
H -13.7773 -7.1233 17.3620
H -12.3164 -8.3222 17.1997
H -12.5233 -6.8754 16.0724
H -7.1453 -2.4534 24.3620
H -6.6972 -3.8680 23.5001
H -7.9080 -3.8950 24.9709
C -9.1185 6.6852 13.3073
C -10.3909 6.1531 12.6496
C -10.5292 4.6250 12.7250
N -11.5260 4.0450 13.3000
N -11.5013 2.7161 13.2136
C -10.3875 2.2424 12.5798
N -10.1621 0.9011 12.4492
S -9.4433 3.5618 11.9179
H -9.2606 7.7603 13.4290
H -8.3198 6.5191 12.5877
H -8.8730 6.2046 14.2396
H -10.4663 6.2747 11.5509
H -11.2997 6.5541 13.2347
H -10.9717 0.3265 12.7126
H -9.2281 0.6183 12.7212
C -12.4906 -1.5683 15.9969
C -13.3938 -0.5001 15.3470
As -13.1812 1.2779 16.3065
C -14.4048 1.3960 17.9107
C -14.1853 0.2036 18.7690
C -14.1511 2.4466 14.9466
C -15.1498 1.8093 13.9645
H -12.8424 -2.5922 15.8118
H -12.3777 -1.4650 17.0747
H -11.4851 -1.5285 15.5260
H -14.4550 -0.7645 15.4580
H -13.2480 -0.3273 14.2439
H -15.4084 1.3348 17.5280
H -14.2313 2.4077 18.2541
H -14.5424 -0.7343 18.2556
H -14.6480 0.3311 19.7390
H -13.1564 0.0473 18.9904
H -13.2266 2.8147 14.4914
H -14.6415 3.3064 15.4461
H -14.6918 1.2918 13.1312
H -15.8426 2.5503 13.5157
H -15.7377 1.0600 14.5093
*
```

No. 2
Below is a 8-piece molecular cluster, C24H40Br8O2 overall in a non-equilibrium geometry, with properties calculated with the ωB97M-V functional and the def2-TZVPD basis.

Calculated values
Molecular weight   999.8 g/mol
SMILES string   c1ccccc1.c1ccccc1.BrCCBr.BrCCBr.BrCCBr.BrCCBr.CCO.CCO
LUMO   0.08 eV
Orbital gap   0.347 Ha
Energy above the lowest of the compared OMol25 structures with the same formula, charge and spin   32.6 kcal/mol

Geometry as ORCA input:
```
! RIJCOSX wB97M-V def2-TZVPD def2/J DEFGRID3
* xyz 0 1
Br 3.3534 -0.4053 -2.0038
C 2.0124 -0.1708 -0.5783
C 2.7206 0.4978 0.6083
Br 1.5105 0.6452 2.1612
H 1.5500 -1.1346 -0.3650
H 1.1651 0.3689 -1.0010
H 3.0786 1.4883 0.3278
H 3.6541 0.0515 0.9508
Br -4.6664 -5.2976 -2.7080
C -2.9337 -5.9809 -1.9896
C -1.7887 -5.4051 -2.7983
Br 0.0004 -5.9702 -2.0443
H -2.9806 -7.0551 -2.1689
H -2.8949 -5.8599 -0.9070
H -1.7327 -4.3224 -2.9112
H -1.9115 -5.7780 -3.8151
Br 6.5177 5.5678 2.8659
C 5.6945 7.0036 3.9110
C 6.6038 7.2519 5.1764
Br 5.7598 8.6555 6.3139
H 4.7218 6.6674 4.2698
H 5.5290 7.8393 3.2310
H 7.6110 7.6099 4.9634
H 6.6504 6.3190 5.7383
Br 6.7604 -4.1376 3.0644
C 5.2088 -5.2911 3.0097
C 4.6682 -5.4954 4.4926
Br 3.1216 -6.7784 4.3992
H 5.5371 -6.2417 2.5893
H 4.5279 -4.7595 2.3450
H 4.2445 -4.5383 4.7967
H 5.4612 -5.9177 5.1097
C -4.1077 -4.6038 4.1846
C -5.4943 -4.6297 4.0838
C -6.1301 -3.8160 3.1288
C -5.4145 -2.9084 2.3768
C -4.0646 -2.8465 2.5210
C -3.3771 -3.7716 3.3419
H -3.5659 -5.3310 4.7712
H -6.0419 -5.3074 4.7219
H -7.1995 -3.8364 2.9799
H -5.8748 -2.2387 1.6654
H -3.5398 -2.1490 1.8850
H -2.2990 -3.7504 3.4029
C -3.8887 1.1142 -3.6994
C -3.1588 2.2134 -3.3160
C -2.2840 2.8441 -4.1984
C -2.0835 2.3675 -5.4842
C -2.7342 1.2293 -5.8687
C -3.5928 0.6038 -4.9678
H -4.6834 0.7759 -3.0510
H -3.2863 2.6048 -2.3175
H -1.6757 3.6856 -3.9012
H -1.4076 2.7059 -6.2556
H -2.5159 0.7782 -6.8254
H -4.0476 -0.3213 -5.2902
C 5.1000 3.1644 -6.7718
C 4.9743 1.9934 -7.7868
O 4.9083 2.5938 -9.0528
H 4.1577 3.6058 -6.4472
H 5.7435 3.9906 -7.0741
H 5.4939 2.8234 -5.8144
H 4.0659 1.4373 -7.5554
H 5.8328 1.3336 -7.6618
H 4.6181 1.9711 -9.7233
C -3.8891 3.7183 4.8386
C -4.7702 3.3190 3.6565
O -5.6013 4.3447 3.2682
H -4.5042 3.6679 5.7370
H -3.4693 4.7241 4.8570
H -3.1090 2.9996 5.0895
H -5.2748 2.3708 3.8422
H -4.1449 3.0817 2.7958
H -6.4179 4.0214 2.8806
*
```

No. 3
Below is a 3-piece molecular cluster, C24H40FN2O5P overall in a non-equilibrium geometry, with properties calculated with the ωB97M-V functional and the def2-TZVPD basis.

Calculated values
Molecular weight   486.6 g/mol
SMILES string   CC[C@H](C)[C@H]1C(=O)O[C@](F)(P(C)CC)[C@H]1COc1ccccc1.CNC(C)=O.CNC(C)=O
LUMO   0.57 eV
Orbital gap   0.338 Ha

Geometry as ORCA input:
```
! RIJCOSX wB97M-V def2-TZVPD def2/J DEFGRID3
* xyz 0 1
C 4.9055 -4.5561 -3.5548
C 4.0504 -3.2606 -3.3844
C 3.5039 -3.2085 -1.9504
C 2.4004 -4.2891 -1.8216
C 2.9788 -1.8218 -1.5117
C 3.6570 -0.5519 -2.0046
O 4.7136 -0.3438 -2.5466
O 2.7854 0.4567 -1.6379
C 1.6087 -0.0443 -1.0135
F 0.6382 0.8736 -1.4412
P 1.7455 0.1180 0.8488
C 2.5618 1.7480 1.1971
C -0.0028 0.3384 1.4458
C -0.5125 -1.0050 2.0215
C 1.4752 -1.4701 -1.5751
C 0.7940 -1.3962 -2.9409
O 0.2413 -2.6294 -3.4145
C -0.7294 -3.1728 -2.6097
C -1.5611 -2.4613 -1.7804
C -2.4743 -3.1108 -0.9962
C -2.5760 -4.4674 -1.0271
C -1.7763 -5.1856 -1.8838
C -0.8655 -4.5375 -2.6629
H 4.8180 -4.9795 -4.5545
H 4.6879 -5.3061 -2.7964
H 5.9533 -4.2778 -3.4147
H 3.2508 -3.3195 -4.1276
H 4.7171 -2.4382 -3.6317
H 4.2944 -3.5297 -1.2691
H 1.7222 -4.1044 -0.9902
H 2.8935 -5.2371 -1.5940
H 1.8955 -4.4336 -2.7714
H 3.2307 -1.7974 -0.4408
H 2.5425 2.3957 0.3183
H 1.9566 2.2517 1.9522
H 3.5676 1.6099 1.5809
H -0.0120 1.1251 2.2004
H -0.6475 0.6963 0.6433
H -1.3275 -0.8080 2.7160
H -0.8585 -1.6353 1.1981
H 0.3259 -1.5175 2.4902
H 0.9768 -2.0777 -0.8197
H -0.0012 -0.6541 -2.9702
H 1.5499 -1.1083 -3.6733
H -1.4885 -1.3818 -1.7505
H -3.1259 -2.5591 -0.3310
H -3.2707 -5.0065 -0.3967
H -1.8143 -6.2640 -1.9592
H -0.2292 -5.0874 -3.3439
C -3.1154 4.8561 0.0756
C -2.0963 3.8021 0.4357
O -1.7653 3.5850 1.5929
N -1.5437 3.0846 -0.5728
C -1.7928 3.1824 -1.9988
H -3.4593 5.3367 0.9866
H -2.6691 5.6128 -0.5707
H -3.9723 4.4033 -0.4246
H -0.8727 2.4039 -0.2533
H -2.1541 2.2208 -2.3676
H -0.8593 3.4202 -2.5109
H -2.5278 3.9484 -2.2226
C -2.2755 4.6838 4.4808
C -2.4688 3.8516 5.7251
O -1.9482 2.7570 5.8636
N -3.2570 4.3634 6.7129
C -3.9562 5.6333 6.7364
H -1.6332 4.1504 3.7917
H -3.2332 4.8619 3.9901
H -1.8043 5.6362 4.7326
H -3.3421 3.7562 7.5123
H -3.6081 6.2223 7.5873
H -5.0270 5.4546 6.8531
H -3.7875 6.1945 5.8240
*
```

No. 4
Below is C24H40Hg2O28PS4 as an isolated structure in a non-equilibrium geometry, with properties calculated with the ωB97M-V functional and the def2-TZVPD basis.

Calculated values
Molecular weight   1337.0 g/mol
LUMO   -6.99 eV
Orbital gap   0.183 Ha

Geometry as ORCA input:
```
! RIJCOSX wB97M-V def2-TZVPD def2/J DEFGRID3
* xyz 1 1
Hg 1.4684 -0.5320 -2.4370
Hg -1.7016 2.0137 -0.3221
P 0.6158 0.3968 -0.2729
O -0.0575 0.9866 0.9578
O 0.4729 -1.1576 -0.5347
O 2.0908 0.7512 -0.5932
O -0.1857 0.8519 -1.5838
C 1.1382 -0.1281 3.7510
C 1.1974 -1.2403 2.7131
O 1.4591 -2.4116 3.4716
S 0.8879 -2.2737 4.9639
O 1.9648 -2.3188 5.8758
O -0.2241 -3.1202 5.1509
O 0.3819 -0.7642 4.8008
H 0.5557 0.7193 3.4080
H 2.1416 0.1069 4.1062
H 2.0329 -1.0936 2.0222
H 0.3143 -1.2801 2.0717
C 2.5880 4.1580 1.2236
C 2.7800 2.7805 1.8067
O 3.3112 2.8990 3.1142
S 3.4523 4.4497 3.5189
O 4.7765 4.8792 3.2785
O 2.8447 4.6688 4.7627
O 2.4800 5.0121 2.3701
H 1.6639 4.2414 0.6540
H 3.3929 4.5039 0.5708
H 3.3253 2.0769 1.1709
H 1.8334 2.2242 1.8192
C 5.1748 -0.5715 0.5291
C 4.7768 -1.5270 -0.6010
O 5.4963 -2.7200 -0.4106
S 6.0574 -2.8323 1.1104
O 7.4663 -2.6892 1.0703
O 5.4717 -3.9424 1.7542
O 5.3550 -1.5021 1.6266
H 4.3248 -0.0069 0.8951
H 6.0630 -0.0081 0.2595
H 5.0471 -1.0268 -1.5384
H 3.7043 -1.7135 -0.6945
C -2.6323 -1.8195 -1.2134
C -2.1552 -2.1830 -2.5976
O -3.1773 -3.0736 -3.0768
S -3.5933 -4.0472 -1.8746
O -2.8056 -5.2168 -1.9340
O -4.9939 -4.1299 -1.7951
O -3.0393 -3.1178 -0.6971
H -3.4931 -1.1552 -1.1849
H -1.8604 -1.4912 -0.5260
H -1.2424 -2.7872 -2.5542
H -2.0270 -1.3334 -3.2622
O -3.1557 1.2363 -2.0313
C -3.7905 1.6815 -2.9706
O -3.1944 2.3782 -3.9281
C -4.1719 2.8574 -4.8902
C -5.5116 2.7723 -4.1872
C -5.2774 1.6174 -3.2037
H -4.1472 2.2329 -5.7850
H -3.8456 3.8458 -5.2029
H -6.3257 2.4934 -4.8519
H -5.8021 3.6798 -3.6623
H -5.4939 0.6418 -3.6463
H -5.7804 1.6880 -2.2432
O -0.8801 3.8303 -1.4587
C -0.3641 4.3438 -2.4330
O -0.3912 5.6425 -2.6166
C 0.1891 6.0033 -3.9014
C 0.9779 4.7675 -4.3571
C 0.3002 3.6377 -3.5728
H 0.8087 6.8636 -3.6657
H -0.5528 6.2882 -4.6427
H 2.0485 4.8456 -4.1954
H 0.7966 4.6472 -5.4234
H 0.9617 2.8533 -3.2077
H -0.4314 3.1058 -4.1841
O 1.6218 -4.5718 -1.9989
C 1.4954 -4.6794 -0.8049
O 2.5430 -4.9374 -0.0063
C 2.1684 -4.7773 1.3811
C 0.6673 -5.0347 1.4100
C 0.2360 -4.5237 0.0196
H 2.4637 -3.7818 1.7071
H 2.7028 -5.5137 1.9753
H 0.1902 -4.4400 2.1874
H 0.4330 -6.0922 1.4843
H -0.0395 -3.4648 0.0039
H -0.6251 -5.0580 -0.3769
O -2.9572 0.5568 0.9304
C -2.9104 -0.0053 2.0196
O -2.4910 0.6289 3.0817
C -2.6761 -0.1838 4.2881
C -2.9245 -1.6107 3.7961
C -3.3871 -1.3984 2.3505
H -3.5764 0.2157 4.7555
H -1.8062 -0.0102 4.9093
H -3.6497 -2.0858 4.4466
H -1.9891 -2.1664 3.7571
H -4.4649 -1.4725 2.2018
H -2.9101 -2.0527 1.6195
*
```